The following is a quantum chemistry calculation of H14KrO7Xe as an isolated structure, from the Open Molecules 2025 dataset.

The value obtained for the energy above the lowest of the compared OMol25 structures with the same formula, charge and spin is 0.3987 eV. The energy is -3618.0242 a.u. The value obtained for the HOMO-LUMO gap is 10.5 eV. As for the charge: 0. As for the largest force on an atom: 0.8 eV/Å.

```
23
Properties=species:S:1:pos:R:3:forces:R:3
Kr -0.2518 2.7563 2.4248 -0.15 0.06 0.01
Xe 0.0894 -0.4386 0.0625 0.14 -0.11 0.04
O 4.1890 0.1423 -0.7484 0.30 -0.20 -0.24
H 3.8780 0.2236 0.1532 -0.24 0.11 0.35
H 3.5800 0.6738 -1.2612 -0.15 0.15 -0.05
O 1.1669 -2.7388 2.7126 0.27 -0.02 -0.07
H 0.4040 -3.2738 2.4934 -0.20 -0.12 -0.10
H 0.9046 -2.2567 3.4968 -0.08 0.14 0.20
O -2.5853 -0.2020 -2.2512 -0.75 0.04 0.02
H -2.7282 -0.7841 -1.5048 -0.10 -0.02 0.30
H -1.8576 -0.5993 -2.7295 0.57 0.11 -0.19
O 2.7783 1.5867 1.8851 0.19 -0.06 -0.31
H 2.0565 1.3336 2.4606 -0.25 -0.12 0.08
H 3.5366 1.6518 2.4656 0.26 0.07 0.14
O -1.6914 2.2166 -1.1712 0.08 0.72 0.40
H -0.8427 2.3852 -1.5804 0.18 0.09 -0.05
H -2.0985 1.5526 -1.7276 -0.26 -0.62 -0.23
O -2.8313 -0.4329 2.4474 0.22 -0.15 0.07
H -3.1224 0.4459 2.2041 0.00 0.31 -0.11
H -3.6230 -0.9691 2.4025 -0.20 -0.15 0.02
O -0.4928 -0.8113 -3.8697 -0.05 -0.02 -0.10
H -0.8954 -1.5765 -4.2803 -0.10 -0.25 -0.28
H 0.4371 -0.8852 -4.0843 0.30 0.06 0.09
```
Positions in Å, forces in eV/Å.